[1]
DFT (ωB97M-V with the def2-TZVPD basis set) results for a cluster of 2 separate species, C4H14N3 in total in a non-equilibrium geometry.

```
21
Properties=species:S:1:pos:R:3:forces:R:3
C 0.80661 -0.84954 2.87691 -1.81 0.53 -0.79
N 0.91998 0.54364 2.38507 0.66 1.06 -0.68
C 1.09244 0.60838 0.89252 -0.82 -2.82 -0.75
H 0.75469 -0.84049 3.96178 0.58 -0.35 -0.05
H -0.19231 -1.17972 2.49212 1.02 -0.14 0.31
H 1.61152 -1.32315 2.33725 0.18 -0.87 0.67
H 1.71771 1.03370 2.78678 0.20 -0.20 0.25
H 0.13592 1.12750 2.62670 -0.66 0.07 0.27
H 2.00848 0.03559 0.61655 -0.66 0.54 0.28
H 1.16037 1.59693 0.54592 0.05 1.26 -0.26
H 0.20311 0.07510 0.39637 1.28 0.89 0.80
C -1.57640 -0.28363 -1.98559 0.62 -0.11 0.22
C -0.29592 0.08802 -2.22486 -1.36 0.14 -1.01
N 0.37043 1.31700 -1.94245 -0.50 -0.44 0.22
N -2.11752 -1.49767 -2.53793 -0.57 -1.72 1.28
H -2.26877 0.22053 -1.32051 0.22 0.75 -0.02
H 0.25716 -0.50955 -2.93044 0.11 -0.43 0.03
H -0.32591 2.02120 -1.72665 0.20 0.22 -0.06
H 0.88918 1.59885 -2.77526 -0.18 0.02 0.44
H -3.16069 -1.50367 -2.63627 1.36 0.64 0.01
H -1.99009 -2.27901 -1.83803 0.08 0.97 -1.14
```
Positions in Å, forces in eV/Å.

E_LUMO in eV: -3.49
M in g mol⁻¹: 104.177
HOMO level in Ha: -0.408
Net charge: +1
ΔE to the lowest compared entry with this formula, charge and spin in kcal/mol: 58.4
Total energy in a.u.: -324.77184
Kohn-Sham gap in Ha: 0.280

---

[2]
DFT (ωB97M-V with the def2-TZVPD basis set) results for the ion C3H9N2S with charge -1 in a non-equilibrium geometry.

```
15
Properties=species:S:1:pos:R:3:forces:R:3
N -2.89557 0.73668 0.42882 -0.12 -0.10 0.44
C -2.43282 -0.53992 -0.12179 0.21 0.52 -0.88
N -1.11113 -0.57522 -0.73286 -0.35 -0.05 0.17
C -0.00740 -0.24958 0.17684 0.29 -0.21 -0.58
C 1.33528 -0.26610 -0.54957 0.02 -0.09 0.24
S 2.68246 0.39488 0.47903 0.01 0.07 -0.03
H -2.29994 1.03420 1.19329 0.03 0.00 -0.07
H -2.85596 1.46183 -0.27572 0.07 0.00 -0.06
H -3.13204 -0.77482 -0.93409 -0.08 -0.28 0.31
H -2.48006 -1.29353 0.65903 -0.07 -0.10 0.07
H -1.11367 0.10054 -1.49108 0.14 -0.09 -0.08
H -0.10931 0.74282 0.60722 -0.07 0.18 0.40
H 0.01943 -1.01381 0.95543 -0.06 0.16 0.22
H 1.55514 -1.29402 -0.83080 -0.01 -0.19 -0.10
H 1.22897 0.28681 -1.48830 0.00 0.18 -0.04
```
Positions in Å, forces in eV/Å.

E_LUMO in eV: 3.84
M in g mol⁻¹: 105.186
HOMO level in Ha: -0.084
SMILES: NCNCC[S-]
Net charge: -1
ΔE to the lowest compared entry with this formula, charge and spin in kcal/mol: 11.6
Total energy in a.u.: -627.42198
Kohn-Sham gap in Ha: 0.225

---

[3]
DFT (ωB97M-V with the def2-TZVPD basis set) results for a structure of composition C3H5BrN2 in a non-equilibrium geometry.

```
11
Properties=species:S:1:pos:R:3:forces:R:3
C 0.54594 -0.04361 -0.11866 -1.95 -1.67 0.33
C -0.36326 0.58372 -1.18787 2.91 1.26 1.28
C -0.23687 -1.43593 -0.05254 0.59 0.47 1.74
N 0.08343 1.09619 0.81774 1.11 -2.47 -0.28
N -0.76436 1.44315 -0.19344 -3.73 3.08 -2.16
Br 2.49100 -0.57408 0.16826 -0.21 0.92 -0.31
H -0.90692 -1.31303 -0.93058 0.26 -1.19 0.74
H 0.61879 -2.14334 -0.16564 -1.49 -0.27 0.07
H -0.85054 -1.57089 0.93748 1.33 0.21 -1.88
H 0.83459 1.74786 1.02462 0.14 0.31 -0.45
H -1.45180 2.20997 -0.29937 1.03 -0.64 0.92
```
Positions in Å, forces in eV/Å.

E_LUMO (spin up / spin down) in eV: 0.78 / -1.77
<S²>: 2.008
M in g mol⁻¹: 148.991
HOMO level (spin up / spin down) in Ha: -0.227 / -0.356
Multiplicity: 3
ΔE to the lowest compared entry with this formula, charge and spin in kcal/mol: 46.9
Total energy in a.u.: -2800.55238
Kohn-Sham gap (spin up / spin down) in Ha: 0.256 / 0.290

---

[4]
DFT (ωB97M-V with the def2-TZVPD basis set) results for a structure of composition C5H6LiO5 in a non-equilibrium geometry.

```
17
Properties=species:S:1:pos:R:3:forces:R:3
H -3.62328 1.42586 1.76993 0.31 -0.21 0.22
O -1.84691 -1.14717 1.20880 -0.38 1.17 0.54
C -3.02130 0.72051 2.34125 -0.09 0.10 -0.04
C -2.36731 -0.22530 1.71332 0.19 -1.02 -0.15
H -2.92491 0.78555 3.42612 0.01 0.01 -0.47
H 2.02754 1.97111 -0.34585 -0.03 -0.04 0.02
C 1.73030 0.89875 -0.26762 -0.01 -0.04 0.13
C 0.81781 0.62227 -1.47082 0.15 0.10 -0.18
O 0.22313 -0.66582 -1.32193 -0.65 0.60 0.15
C 1.03845 -1.79716 -1.44406 0.70 -0.60 -0.49
O 1.80720 -1.87350 -2.40088 -0.13 0.19 0.11
O 0.81523 -2.60674 -0.51254 -0.20 0.02 0.55
Li 0.20864 -1.04453 0.71198 0.49 0.14 -0.61
O 1.11631 0.58469 0.92231 -0.22 -0.27 0.01
H 2.67643 0.32754 -0.43083 -0.21 0.06 0.00
H 1.35527 0.70498 -2.42833 -0.09 -0.12 0.15
H -0.03260 1.31897 -1.47086 0.17 -0.09 0.04
```
Positions in Å, forces in eV/Å.

E_LUMO in eV: 2.78
M in g mol⁻¹: 153.039
HOMO level in Ha: -0.141
Net charge: -1
ΔE to the lowest compared entry with this formula, charge and spin in kcal/mol: 0.0
Total energy in a.u.: -577.94925
Kohn-Sham gap in Ha: 0.243

---

[5]
DFT (ωB97M-V with the def2-TZVPD basis set) results for the ion C5H11N2 with charge +1 in a non-equilibrium geometry.

```
18
Properties=species:S:1:pos:R:3:forces:R:3
C 0.95803 -2.02381 -0.84265 -0.25 -0.24 0.45
C 0.96480 -0.78258 -0.51452 -0.30 0.62 -0.37
N 0.87865 0.43378 -0.19224 1.08 -1.08 0.72
C 2.06421 1.06585 0.41409 -0.03 0.83 1.32
C -0.45708 1.10012 -0.25400 -1.78 0.33 -2.16
N -1.40884 0.05986 -0.45522 -1.37 0.20 -1.32
C -2.02995 -0.49239 0.72838 -0.78 1.40 1.20
H 0.49456 -2.65607 -0.04025 0.82 0.11 -0.97
H 1.31646 -2.35936 -1.83329 -0.43 0.01 0.77
H 1.99284 0.99042 1.52141 -0.11 0.25 -0.73
H 3.00105 0.62686 0.12774 0.07 -0.70 -0.41
H 2.14031 2.10204 0.09958 -0.37 0.16 0.09
H -0.70316 1.82162 0.54079 0.90 -0.62 0.47
H -0.46744 1.69200 -1.17050 0.32 0.19 0.03
H -2.19281 0.17948 -1.18206 2.27 0.33 1.31
H -1.30771 -0.55950 1.60053 -0.72 -0.22 -1.11
H -2.84852 0.27732 1.05900 1.00 -1.92 -0.19
H -2.39540 -1.47565 0.39321 -0.30 0.36 0.92
```
Positions in Å, forces in eV/Å.

E_LUMO in eV: -3.97
M in g mol⁻¹: 99.157
HOMO level in Ha: -0.491
SMILES: C=C=[N+](C)CNC
Net charge: +1
ΔE to the lowest compared entry with this formula, charge and spin in kcal/mol: 65.4
Total energy in a.u.: -306.27926
Kohn-Sham gap in Ha: 0.346

---

[6]
DFT (ωB97M-V with the def2-TZVPD basis set) results for a structure of composition C7H19N2Sr in a non-equilibrium geometry.

```
29
Properties=species:S:1:pos:R:3:forces:R:3
C 1.32230 -2.90667 -1.62074 0.66 -0.73 1.26
Sr 3.01489 0.92241 0.65051 0.70 -0.29 -0.05
N 2.18432 2.83157 -0.89017 -0.33 0.57 -0.77
N 4.40334 -0.33499 -1.54203 -0.11 -0.22 -0.36
H 2.08668 3.69961 -0.35435 -0.24 -0.25 0.15
H 0.97589 -2.29871 -2.42099 -0.48 0.30 -0.76
H 0.49010 -3.36843 -1.04828 0.45 0.52 -0.35
H 1.91542 -2.23647 -0.96603 -0.42 -0.55 -0.16
H 1.97054 -3.72505 -1.98421 -0.24 0.45 0.03
H 5.40811 -0.16924 -1.41562 -0.22 0.11 0.04
H 4.14698 0.08482 -2.45280 0.15 -0.13 0.44
H 4.30415 -1.35505 -1.65863 -0.02 0.40 0.12
H 2.64666 3.15561 -1.74334 0.24 -0.32 0.09
H 1.25142 2.52610 -1.20265 0.16 0.17 0.37
C -2.97826 -0.11332 -0.11452 -0.02 0.05 0.36
C -2.18506 0.20979 1.16274 1.35 0.26 0.19
C -2.65969 1.56188 1.74834 -0.11 -0.26 -0.17
C -2.47038 -0.85201 2.24956 -0.08 0.19 -0.33
C -0.70080 0.27611 0.88967 1.27 0.00 -0.15
C 0.54010 0.33163 0.72489 -2.60 -0.13 0.24
H -4.03225 -0.11154 0.17972 -0.13 -0.07 -0.27
H -2.72117 -1.10692 -0.50398 0.02 0.29 0.04
H -2.82460 0.64691 -0.89214 0.05 -0.24 0.20
H -3.73577 1.45546 1.93944 0.05 0.25 0.05
H -2.15456 1.76476 2.70827 -0.11 0.04 -0.51
H -2.50500 2.38667 1.03640 0.06 -0.22 0.32
H -2.18936 -1.85560 1.90594 0.06 0.23 0.20
H -1.95405 -0.58966 3.18621 -0.07 -0.24 -0.39
H -3.54994 -0.82966 2.42880 -0.02 -0.19 0.16
```
Positions in Å, forces in eV/Å.

E_LUMO in eV: 2.92
M in g mol⁻¹: 218.863
HOMO level in Ha: -0.008
Net charge: -1
ΔE to the lowest compared entry with this formula, charge and spin in kcal/mol: 0.0
Total energy in a.u.: -418.23951
Kohn-Sham gap in Ha: 0.116

---

[7]
DFT (ωB97M-V with the def2-TZVPD basis set) results for a structure of composition C4H4O5Zn in a non-equilibrium geometry.

```
14
Properties=species:S:1:pos:R:3:forces:R:3
O 1.04101 2.34312 0.40982 -0.84 -1.76 -0.89
C 1.29056 1.30514 0.99645 1.49 2.60 2.52
O 1.94727 1.05964 1.99720 -0.74 -1.23 -1.34
O 0.51015 -0.04132 0.47732 -1.77 -1.03 -0.54
C -0.91321 0.12316 0.18217 1.98 2.30 -0.22
H -1.28628 0.94458 0.81310 -0.03 -0.52 0.06
C -1.10399 0.53184 -1.27164 -0.63 -0.40 -0.56
H -0.57125 1.46530 -1.52281 0.05 -0.42 0.55
H -0.76884 -0.24803 -1.97266 -0.04 0.21 0.20
H -2.17003 0.72232 -1.47009 0.20 -0.14 0.04
C 1.16674 -1.97723 0.26155 1.88 -0.25 -1.38
O 0.15678 -2.58543 0.52080 0.12 -0.48 0.46
O 2.25952 -1.98646 -0.15805 -1.63 0.73 1.06
Zn -1.55844 -1.65663 0.73683 -0.04 0.38 0.04
```
Positions in Å, forces in eV/Å.

E_LUMO in eV: -2.76
M in g mol⁻¹: 197.461
HOMO level in Ha: -0.331
ΔE to the lowest compared entry with this formula, charge and spin in kcal/mol: 30.2
Total energy in a.u.: -2310.25918
Kohn-Sham gap in Ha: 0.230

---

[8]
DFT (ωB97M-V with the def2-TZVPD basis set) results for a structure of composition C7H12BeIO3P in a non-equilibrium geometry.

```
25
Properties=species:S:1:pos:R:3:forces:R:3
C 2.73679 -0.65780 0.87677 -0.82 0.22 -0.42
C 2.08714 0.34678 -0.23666 0.01 -0.21 0.84
I 3.83463 1.33871 -1.17641 -0.78 -0.39 0.18
C 1.20164 1.52716 0.39757 0.06 0.04 -1.05
C -0.24556 1.08460 0.92983 -1.26 0.79 1.06
C -1.43783 0.79865 -0.12534 1.26 -0.51 0.67
C -1.26138 -0.79097 -0.27138 0.68 0.09 0.71
P -2.63737 -1.64097 -1.28140 0.63 0.86 0.80
O -3.03342 -0.75035 -2.50958 1.40 1.62 -1.37
O -1.15296 -1.22181 1.12710 0.21 1.37 -0.47
C -0.40542 -0.21130 1.86327 1.74 -1.18 2.93
O 0.01518 -0.46244 3.01108 -2.06 1.34 -5.44
H 2.64701 -0.13598 1.89280 0.48 -0.84 -1.47
H 3.81025 -0.91856 0.58683 -1.55 0.26 0.70
H 2.11411 -1.62797 0.91695 0.99 1.45 -0.08
H 1.57636 -0.22082 -1.09722 0.85 0.98 1.33
H 1.81918 2.10052 1.18924 -1.16 -1.21 -1.08
H 1.02149 2.29464 -0.45495 0.09 -1.17 1.50
H -0.65223 1.95481 1.58019 0.96 -1.39 -0.93
H -2.37272 0.97452 0.52891 1.09 -0.18 -1.68
H -1.34376 1.45242 -1.07795 -0.35 -1.11 1.55
H -0.28147 -1.19705 -0.70604 -1.27 1.08 -0.11
H -2.10544 -2.88440 -1.75034 -0.51 0.51 0.39
H -3.74468 -1.80621 -0.35827 0.63 -0.03 -0.93
Be -2.18955 0.65382 -3.85505 -1.36 -2.40 2.38
```
Positions in Å, forces in eV/Å.

E_LUMO in eV: -13.12
M in g mol⁻¹: 311.060
HOMO level in Ha: -0.565
Net charge: +2
Total energy in a.u.: -1152.55106
Kohn-Sham gap in Ha: 0.083

---

Q: The lowest total energy belongs to which entry?
A: C3H5BrN2